The following is a quantum chemistry calculation of 11 unconnected molecules or ions with the total composition C46H110N4O16 in a non-equilibrium geometry, from the Open Molecules 2025 dataset.

Geometry (Å):
O  -2.5843  4.5667  2.8314
H  -1.8468  5.1016  3.1251
H  -2.2021  3.9567  2.2005
O  -5.4354  2.0025  1.5409
H  -5.5116  2.2683  0.6245
H  -5.7026  1.0834  1.5472
C  -1.5230  -5.3946  -1.2242
C  -0.2087  -5.2282  -1.9317
C  0.2234  -3.7766  -1.5917
C  1.6718  -3.5975  -1.9528
C  2.5576  -4.5464  -1.0300
C  2.1804  -6.0159  -1.2894
N  0.7421  -6.2534  -1.3569
O  0.2944  -7.5988  -1.5583
C  2.9863  -6.4522  -2.5213
C  2.6987  -6.8346  -0.0680
C  -0.2371  -5.2331  -3.5173
H  -2.1241  -4.5041  -1.4081
H  -1.3381  -5.3699  -0.1503
H  -2.1647  -6.2469  -1.4480
H  -0.3224  -3.0080  -2.1388
H  0.0002  -3.5589  -0.5472
H  1.8850  -2.5396  -1.7995
H  1.8102  -3.6902  -3.0300
H  2.3809  -4.3970  0.0352
H  3.6245  -4.3610  -1.1539
H  4.0079  -6.0865  -2.6248
H  3.0185  -7.5416  -2.5114
H  2.5007  -6.0843  -3.4252
H  2.6247  -7.9012  -0.2801
H  3.7323  -6.5205  0.0771
H  2.2107  -6.6602  0.8909
H  -0.5776  -6.1872  -3.9196
H  0.6340  -4.9765  -4.1202
H  -1.0116  -4.5383  -3.8421
H  0.5790  -7.8652  -2.4356
C  -1.6901  1.8812  -5.4590
C  -2.8324  2.9774  -5.3448
C  -2.4662  3.9773  -4.2412
C  -1.4356  5.0486  -4.7310
C  -1.9684  5.8080  -5.9545
C  -2.2644  4.8413  -7.1676
N  -3.1185  3.7856  -6.6047
O  -3.5664  2.9350  -7.6361
C  -3.0557  5.7486  -8.1671
C  -0.9403  4.3098  -7.8990
C  -4.1120  2.2721  -4.8206
H  -0.7498  2.4007  -5.2746
H  -1.7282  1.4074  -6.4399
H  -1.9403  1.0785  -4.7654
H  -3.2851  4.6070  -3.8934
H  -2.0480  3.5073  -3.3512
H  -0.4871  4.6315  -5.0694
H  -1.1219  5.7506  -3.9584
H  -1.3395  6.6276  -6.3021
H  -2.8902  6.2533  -5.5801
H  -2.4667  6.6112  -8.4787
H  -3.3791  5.2116  -9.0588
H  -4.0813  5.9594  -7.8641
H  -1.0110  4.0401  -8.9527
H  -0.2804  5.1771  -7.9181
H  -0.3461  3.6161  -7.3041
H  -4.4170  1.4506  -5.4687
H  -4.9486  2.9646  -4.9139
H  -4.0875  1.9340  -3.7846
H  -2.8279  2.3729  -7.8816
C  0.4545  0.7164  -2.1296
C  0.3560  1.3394  -0.6578
C  -0.4326  2.6289  -0.6028
C  -1.9892  2.5045  -0.7787
C  -2.5072  1.5256  0.2521
C  -1.7231  0.1660  0.3550
N  -0.3069  0.4183  0.3979
O  0.4415  -0.6927  0.6433
C  -2.3079  -0.6691  1.5423
C  -2.0850  -0.6743  -0.9226
C  1.7775  1.5335  -0.0554
H  -0.3534  0.9713  -2.8155
H  0.4896  -0.3729  -2.1439
H  1.3575  1.1001  -2.6044
H  -0.1979  3.0418  0.3783
H  0.0389  3.3274  -1.2941
H  -2.0981  2.0171  -1.7475
H  -2.4659  3.4845  -0.7567
H  -3.5344  1.3285  -0.0548
H  -2.5638  2.0827  1.1872
H  -1.8382  -0.2169  2.4158
H  -3.3926  -0.6734  1.6490
H  -2.0383  -1.7237  1.4851
H  -2.0387  -0.1508  -1.8775
H  -1.4478  -1.5531  -1.0209
H  -3.1321  -0.9706  -0.8594
H  2.2439  2.4798  -0.3291
H  2.4580  0.7546  -0.3995
H  1.7774  1.5485  1.0345
H  0.9209  -0.5258  1.4580
C  7.6549  -0.4511  0.5469
C  6.3703  -0.3985  1.4551
C  5.3717  -1.4386  0.7784
C  4.1323  -1.5896  1.6477
C  4.4310  -2.1090  3.0003
C  5.4867  -1.2641  3.7560
N  6.5732  -0.7471  2.8708
O  7.5757  -0.0135  3.5119
C  4.8046  -0.0769  4.5525
C  6.0234  -2.2121  4.6993
C  5.8122  1.0003  1.3385
H  8.1911  -1.3831  0.7260
H  8.3085  0.3133  0.9672
H  7.4413  -0.3541  -0.5176
H  5.1292  -1.0221  -0.1993
H  5.8284  -2.4229  0.6748
H  3.4172  -2.2379  1.1412
H  3.6003  -0.6402  1.7084
H  4.7569  -3.1401  2.8633
H  3.4609  -2.2656  3.4722
H  4.1271  -0.4515  5.3198
H  5.6021  0.5008  5.0198
H  4.2521  0.5793  3.8801
H  6.6428  -1.6195  5.3726
H  5.2246  -2.7353  5.2249
H  6.7274  -2.9768  4.3710
H  5.6753  1.3496  0.3151
H  6.4330  1.8521  1.6161
H  4.8550  1.2193  1.8116
H  8.3273  -0.4607  3.1159
C  -6.8145  -2.5167  2.3725
C  -5.8253  -2.1260  1.2368
O  -5.9088  -0.7461  1.0960
O  -8.0900  -2.4067  1.9086
H  -6.7172  -1.9136  3.2753
H  -6.7330  -3.5284  2.7698
H  -6.0167  -2.6147  0.2815
H  -4.8254  -2.3487  1.6093
H  -6.7836  -0.3514  1.1182
H  -8.2546  -1.4925  1.6664
C  -3.7543  0.3537  5.1380
C  -5.2119  0.0183  5.2969
O  -6.1475  1.0661  5.2859
O  -3.1290  1.0827  6.2373
H  -3.6960  1.0183  4.2760
H  -3.1440  -0.5229  4.9206
H  -5.2684  -0.4869  6.2611
H  -5.5801  -0.6843  4.5494
H  -6.6671  0.9014  4.4956
H  -3.7521  1.7952  6.3975
C  1.3228  1.3692  4.0454
C  -0.1446  1.8389  4.0645
O  -0.5330  2.3134  2.7833
O  1.4354  0.2081  3.2669
H  1.8220  1.2627  5.0085
H  1.9437  2.0478  3.4604
H  -0.3140  2.6348  4.7896
H  -0.7866  0.9966  4.3222
H  -0.3159  1.6055  2.1723
H  1.0857  -0.5238  3.7804
C  1.5948  5.3098  1.1863
C  1.4881  5.9739  -0.1637
O  2.4455  5.4259  -1.0413
O  2.8124  5.6070  1.7878
H  1.4518  4.2304  1.1366
H  0.8373  5.5830  1.9208
H  1.5722  7.0607  -0.1656
H  0.5638  5.6910  -0.6674
H  3.1988  5.3410  -0.4523
H  2.7742  5.3334  2.7072
C  0.8144  -3.2612  4.2944
C  -0.5675  -2.9320  3.7125
O  -1.6341  -2.7159  4.6569
O  1.2245  -2.1158  5.0468
H  1.4717  -3.4269  3.4408
H  0.8054  -3.9735  5.1194
H  -0.8958  -3.6574  2.9680
H  -0.3982  -2.0175  3.1441
H  -1.4416  -2.0469  5.3179
H  1.8997  -2.4066  5.6641

As for the SMILES: CC1(C)CCCC(C)(C)N1O.CC1(C)CCCC(C)(C)N1O.CC1(C)CCCC(C)(C)N1O.CC1(C)CCCC(C)(C)N1O.OCCO.OCCO.OCCO.OCCO.OCCO.O.O. Its relative energy (zero: lowest compared OMol25 entry of this formula, charge and spin) is 307.8 kJ/mol. The total energy comes out at -3241.1389 Ha. For the frontier orbital gap, the calculation gives 8.075 eV.

Atom charges from the Löwdin analysis, given in e for atoms 1 to 4:
1. O -0.05
2. H 0.02
3. H -0.01
4. O -0.04


The following is a quantum chemistry calculation of 10 unconnected molecules or ions with the total composition C46H119N7O17 in a non-equilibrium geometry, from the Open Molecules 2025 dataset.

Geometry (Å):
C  -3.2580  1.9981  -3.1438
O  -2.2196  2.9380  -3.0689
C  -1.5584  3.0661  -4.3181
C  -0.1013  3.5840  -3.9815
N  -0.2411  4.8491  -3.3081
C  1.0196  5.5191  -2.9869
C  0.7702  6.6291  -1.9535
O  0.5660  5.9938  -0.6891
C  0.3352  6.9837  0.2810
H  -3.8751  2.1386  -4.0312
H  -3.9418  2.2395  -2.3300
H  -2.9113  0.9759  -2.9922
H  -2.0395  3.8068  -4.9569
H  -1.4024  2.1246  -4.8447
H  0.4334  3.6172  -4.9308
H  0.2949  2.8452  -3.2850
H  -0.7247  4.7283  -2.4296
H  1.6075  5.9332  -3.8060
H  1.7004  4.8765  -2.4284
H  -0.1192  7.1696  -2.2774
H  1.5870  7.3509  -1.9457
H  0.1263  6.6308  1.2909
H  -0.5240  7.5822  -0.0217
H  1.1676  7.6860  0.3248
C  5.8199  -0.6966  -1.0060
O  5.6195  -0.7522  0.4141
C  4.2914  -0.7177  0.9115
C  4.4134  -1.2160  2.3901
N  4.9612  -0.1493  3.1928
C  5.3874  -0.5448  4.5270
C  6.2238  0.5645  5.1381
O  7.2724  1.0535  4.2281
C  8.0185  2.1599  4.6952
H  6.8724  -0.6229  -1.2796
H  5.4416  0.2332  -1.4307
H  5.4659  -1.5650  -1.5616
H  3.7050  -1.4650  0.3770
H  3.8158  0.2618  0.8610
H  5.0002  -2.1302  2.4787
H  3.3975  -1.4807  2.6833
H  5.7971  0.1689  2.7235
H  6.0264  -1.4191  4.4032
H  4.5722  -0.8752  5.1707
H  6.7608  0.1491  5.9908
H  5.5681  1.3811  5.4403
H  7.3025  2.9806  4.7399
H  8.8165  2.4107  3.9964
H  8.3995  1.9426  5.6931
C  -2.8960  4.2220  -0.2337
O  -3.5769  3.9195  0.9453
C  -3.8829  5.0229  1.8034
C  -4.9578  4.4974  2.8434
N  -6.2866  4.4016  2.2110
C  -7.3249  3.8269  3.0911
C  -8.6992  3.6751  2.3964
O  -8.7029  2.7847  1.2362
C  -8.3835  1.4166  1.6036
H  -2.4945  3.2918  -0.6358
H  -2.0111  4.8248  -0.0296
H  -3.5778  4.8198  -0.8386
H  -4.3091  5.8844  1.2894
H  -2.9779  5.3431  2.3197
H  -5.0164  5.2108  3.6654
H  -4.6550  3.5213  3.2222
H  -6.1241  3.7446  1.4613
H  -7.4615  4.4923  3.9436
H  -7.0033  2.8746  3.5127
H  -9.0213  4.6436  2.0139
H  -9.4822  3.3952  3.1012
H  -7.3749  1.2971  1.9993
H  -8.5764  0.7627  0.7531
H  -9.1436  1.1441  2.3359
C  4.4344  3.4805  0.0424
O  4.5003  3.2046  -1.3772
C  3.4408  2.3486  -1.7197
C  3.3103  2.0768  -3.2792
N  4.5287  1.4814  -3.8816
C  4.3876  1.3193  -5.2939
C  5.7163  0.8074  -5.8644
O  6.7164  1.9011  -5.8251
C  8.0485  1.4251  -6.1880
H  3.4829  3.8555  0.4194
H  5.1990  4.1755  0.3893
H  4.6267  2.6318  0.6987
H  2.4721  2.7479  -1.4190
H  3.4433  1.3889  -1.2030
H  3.1746  3.0510  -3.7489
H  2.4467  1.4203  -3.3861
H  5.3133  2.0762  -3.6564
H  4.0964  2.2843  -5.7088
H  3.5139  0.7418  -5.5962
H  5.6136  0.4748  -6.8973
H  6.0229  -0.1026  -5.3485
H  8.7426  2.2654  -6.1965
H  8.0883  0.8647  -7.1222
H  8.3469  0.7630  -5.3752
C  0.6148  -2.0838  2.1159
O  0.5773  -1.9611  3.5306
C  0.7184  -0.6560  4.0289
C  0.7151  -0.6844  5.5865
N  -0.5985  -1.1447  5.9928
C  -0.6852  -1.4008  7.4427
C  -2.0145  -2.1008  7.7095
O  -2.1074  -3.3096  7.0110
C  -3.2417  -4.0290  7.4482
H  -0.2702  -1.7524  1.5728
H  0.7930  -3.1269  1.8545
H  1.3732  -1.4233  1.6954
H  -0.1355  -0.0582  3.7103
H  1.6038  -0.2016  3.5843
H  0.8794  0.3125  5.9955
H  1.5542  -1.2571  5.9815
H  -0.6747  -1.9754  5.4235
H  -0.6134  -0.4697  8.0048
H  0.0887  -2.0309  7.8812
H  -2.8676  -1.4716  7.4557
H  -1.9899  -2.2927  8.7822
H  -3.3669  -4.8978  6.8020
H  -4.1491  -3.4259  7.4809
H  -3.0751  -4.3846  8.4650
C  3.3618  -9.5492  -2.5659
O  2.6123  -8.3164  -2.6176
C  1.7190  -8.1999  -1.5267
C  0.9103  -6.9325  -1.9151
N  1.6083  -5.6455  -1.6348
C  0.7598  -4.5944  -2.1024
C  1.5133  -3.2316  -2.1135
O  2.3879  -3.1672  -3.2640
C  3.0100  -1.9347  -3.4413
H  4.1020  -9.4605  -1.7707
H  3.9949  -9.6708  -3.4448
H  2.7023  -10.4053  -2.4234
H  2.3385  -8.1566  -0.6309
H  1.0377  -9.0401  -1.3922
H  -0.0675  -7.0301  -1.4433
H  0.6967  -6.9486  -2.9838
H  2.5339  -5.6745  -2.0379
H  -0.1196  -4.5544  -1.4597
H  0.4357  -4.8087  -3.1208
H  2.0990  -2.9982  -1.2244
H  0.7543  -2.4526  -2.1859
H  3.6877  -2.0458  -4.2878
H  3.5323  -1.5485  -2.5660
H  2.2957  -1.1933  -3.7993
C  -3.4893  -5.3608  -3.6683
O  -3.9036  -4.8449  -2.3747
C  -5.3181  -4.9253  -2.2423
C  -5.7714  -4.3754  -0.8511
N  -5.6812  -2.8654  -0.8177
C  -5.8920  -2.4223  0.5266
C  -5.5644  -0.9325  0.7857
O  -4.1745  -0.6179  0.6771
C  -3.9381  0.7558  0.9510
H  -3.7185  -6.4264  -3.6792
H  -2.4435  -5.1487  -3.8902
H  -4.0820  -4.9629  -4.4920
H  -5.6258  -5.9600  -2.3935
H  -5.7648  -4.3115  -3.0245
H  -5.1563  -4.8786  -0.1050
H  -6.7999  -4.7124  -0.7215
H  -4.7915  -2.5836  -1.2038
H  -5.3448  -3.0151  1.2596
H  -6.9134  -2.7187  0.7650
H  -5.8705  -0.6594  1.7956
H  -6.1152  -0.2848  0.1036
H  -4.6128  1.4226  0.4141
H  -2.9243  1.0763  0.7109
H  -4.0730  0.9347  2.0177
C  0.4900  3.0113  1.3908
O  1.3623  1.9236  1.4434
H  0.9367  3.9533  1.0726
H  -0.3593  2.9578  0.7097
H  0.0794  3.1744  2.3872
H  2.1166  2.1871  1.9757
C  0.0588  0.9686  -1.2579
O  0.9995  0.0732  -0.7674
H  -0.8198  1.0114  -0.6141
H  0.4337  1.9895  -1.3309
H  -0.1364  0.5856  -2.2595
H  1.2210  0.3523  0.1240
C  -2.0678  -2.1254  -3.4526
C  -2.1761  -2.0696  -1.9158
O  -3.3112  -1.2507  -1.7355
H  -2.8955  -2.5990  -3.9805
H  -1.1478  -2.6594  -3.6903
H  -2.0547  -1.1156  -3.8628
H  -1.3155  -1.6128  -1.4270
H  -2.2913  -3.0915  -1.5546
H  -3.5550  -1.0984  -0.8195

As for the SMILES: COCCNCCOC.COCCNCCOC.COCCNCCOC.COCCNCCOC.COCCNCCOC.COCCNCCOC.COCCNCCOC.CCO.CO.CO. The total energy comes out at -3485.9638 Ha. For the frontier orbital gap, the calculation gives 8.917 eV.

Atom charges from the Löwdin analysis, given in e for atoms 1 to 4:
1. C -0.10
2. O -0.22
3. C -0.20
4. C -0.19


Question: Which formula does entry 1 have?
Answer: C46H110N4O16


Question: The highest frontier orbital gap belongs to which entry?
Answer: C46H119N7O17


Question: Which formula does entry 1 have?
Answer: C46H110N4O16


Question: Look up the frontier orbital gap of the first one.
Answer: 8.075 eV